Entry 1:
Entry from the OMol25 dataset: a cluster of 2 separate species, C6H8 in total (ωB97M-V/def2-TZVPD).

```
! wB97M-V def2-TZVPD RIJCOSX def2/J DEFGRID3
* xyz 0 1
C 1.04 -0.41 -1.66
C -0.18 -0.81 -1.45
C -1.32 -1.08 -0.85
C -0.27 -0.03 1.36
C -0.12 1.40 0.96
C 0.95 0.40 1.25
H 1.63 -0.43 -2.56
H -2.11 -0.34 -0.80
H -1.48 -2.04 -0.36
H -0.94 -0.77 1.75
H -0.33 2.17 1.71
H -0.34 1.72 -0.07
H 1.49 0.00 -0.75
H 1.99 0.23 1.46
*
```

Relative energy (zero: lowest compared OMol25 entry of this formula, charge and spin) = 98.5 kcal/mol
HOMO-LUMO gap = 10.242 eV

Here are the natural (NBO) charges for atoms 1 to 8, given in e:
1. C -0.50
2. C 0.11
3. C -0.49
4. C -0.16
5. C -0.43
6. C -0.24
7. H 0.23
8. H 0.23

=====

Entry 2:
Entry from the OMol25 dataset: a structure of composition C45H40ClGaGeN3O10PS2 (ωB97M-V/def2-TZVPD).

```
! wB97M-V def2-TZVPD RIJCOSX def2/J DEFGRID3
* xyz -1 2
Ga -0.11 0.07 0.25
O 2.04 0.09 0.50
S 2.76 -0.11 -0.80
O 3.92 -0.95 -0.70
O 1.79 -0.41 -1.84
C 3.29 1.54 -1.16
C 4.61 1.80 -1.46
C 4.99 3.10 -1.79
C 4.03 4.10 -1.82
C 2.71 3.82 -1.51
C 2.32 2.53 -1.17
P 0.52 2.28 -0.76
C 0.42 3.52 0.57
C 0.74 3.05 1.85
C 0.73 3.91 2.94
C 0.41 5.24 2.76
C 0.10 5.72 1.49
C 0.11 4.87 0.40
C -0.12 2.79 -2.39
C -1.12 3.74 -2.63
C -1.49 4.03 -3.94
C -0.90 3.37 -5.00
C 0.07 2.41 -4.76
C 0.47 2.13 -3.47
H 5.33 0.99 -1.44
H 6.02 3.32 -2.03
H 4.31 5.11 -2.09
H 1.98 4.62 -1.55
H 1.01 2.01 2.00
H 0.97 3.52 3.92
H 0.39 5.91 3.61
H -0.15 6.76 1.35
H -0.12 5.26 -0.58
H -1.63 4.21 -1.81
H -2.27 4.76 -4.11
H -1.21 3.59 -6.02
H 0.52 1.87 -5.58
H 1.21 1.36 -3.29
S 0.45 -0.89 4.80
C 0.25 -0.56 3.24
N 0.09 -0.31 2.10
O -2.69 -1.91 -2.03
Cl -1.48 -1.18 -2.17
O -0.67 -1.68 -3.22
O -1.72 0.23 -2.30
O -0.72 -1.38 -0.87
C -5.18 0.80 -1.17
C -4.95 2.15 -0.50
C -4.09 2.10 0.78
C -4.08 3.48 1.46
C -3.17 3.54 2.68
C -4.73 1.10 1.72
O -5.80 1.29 2.25
N -4.04 -0.06 1.90
C -2.80 -0.41 1.36
O -2.37 -1.52 1.56
N -2.10 0.56 0.67
C -2.66 1.74 0.38
O -2.04 2.60 -0.23
H -5.74 0.93 -2.09
H -5.75 0.13 -0.52
H -4.24 0.31 -1.42
H -5.90 2.60 -0.22
H -4.44 2.83 -1.19
H -5.11 3.70 1.74
H -3.76 4.21 0.71
H -3.48 2.82 3.44
H -3.21 4.53 3.14
H -2.13 3.35 2.41
H -4.48 -0.79 2.46
C 3.45 -3.61 4.71
C 2.34 -4.40 4.49
C 1.69 -4.37 3.26
C 2.15 -3.54 2.24
C 3.26 -2.73 2.47
C 3.91 -2.77 3.70
Ge 1.24 -3.43 0.52
C -0.29 -4.63 0.44
C -1.35 -4.48 1.34
C -2.46 -5.32 1.28
C -2.52 -6.31 0.31
C -1.48 -6.47 -0.59
C -0.38 -5.63 -0.53
C 2.47 -3.85 -0.94
C 3.75 -4.35 -0.68
C 4.62 -4.63 -1.72
C 4.23 -4.41 -3.03
C 2.97 -3.91 -3.30
C 2.09 -3.63 -2.26
H 3.95 -3.63 5.67
H 1.96 -5.05 5.27
H 0.81 -4.99 3.10
H 3.62 -2.07 1.69
H 4.77 -2.14 3.87
H -1.33 -3.68 2.07
H -3.27 -5.18 1.98
H -3.39 -6.96 0.26
H -1.53 -7.24 -1.35
H 0.43 -5.76 -1.24
H 4.06 -4.52 0.34
H 5.61 -5.01 -1.50
H 4.92 -4.62 -3.84
H 2.66 -3.72 -4.32
H 1.12 -3.21 -2.49
*
```

Relative energy (zero: lowest compared OMol25 entry of this formula, charge and spin) = 9.1 kcal/mol
HOMO-LUMO gap (alpha / beta) = 6.473 / 7.916 eV

Here are the Löwdin charges for atoms 1 to 8, given in e:
1. Ga 0.35
2. O -0.38
3. S 0.47
4. O -0.27
5. O -0.32
6. C -0.25
7. C -0.04
8. C -0.07

=====

Entry 3:
Entry from the OMol25 dataset: a structure of composition C27H24Cl6N2O2ScSe2 (ωB97M-V/def2-TZVPD).

```
! wB97M-V def2-TZVPD RIJCOSX def2/J DEFGRID3
* xyz 1 1
Sc 0.15 -0.19 -0.40
Se -0.26 1.13 3.61
Se 1.26 1.31 1.88
C 0.59 2.82 0.92
C 0.81 4.13 1.32
C 0.37 5.13 0.46
C -0.23 4.78 -0.74
C -0.40 3.43 -1.03
N 0.00 2.46 -0.21
C -1.71 0.24 2.72
C -2.89 0.27 3.46
C -3.99 -0.40 2.98
C -3.90 -1.05 1.76
C -2.70 -0.99 1.09
N -1.58 -0.38 1.55
H 1.31 4.36 2.25
H 0.52 6.17 0.72
H -0.57 5.53 -1.43
H -0.87 3.12 -1.96
H -2.93 0.80 4.40
H -4.92 -0.40 3.54
H -4.74 -1.56 1.32
H -2.61 -1.45 0.12
C -1.58 -2.82 -1.81
O -0.82 -2.36 -0.68
C -0.29 -3.48 0.06
C 0.21 -2.99 1.38
O 1.07 -1.88 1.14
C 2.05 -1.74 2.18
H -2.31 -3.56 -1.45
H -0.92 -3.27 -2.55
H -2.10 -1.97 -2.23
H 0.51 -3.94 -0.53
H -1.09 -4.21 0.21
H 0.77 -3.80 1.86
H -0.60 -2.69 2.05
H 1.58 -1.42 3.11
H 2.79 -1.02 1.85
H 2.55 -2.70 2.33
Cl 0.06 -0.63 -3.43
C -1.37 0.33 -3.03
C -1.59 0.59 -1.69
C -2.71 1.39 -1.44
Cl -3.08 1.99 0.16
C -3.56 1.84 -2.46
Cl -4.94 2.80 -2.11
C -3.29 1.51 -3.79
Cl -4.32 2.07 -5.05
C -2.17 0.75 -4.09
Cl -1.80 0.34 -5.72
Cl 2.28 -2.26 -1.74
C 3.49 -1.47 -0.72
C 4.50 -2.24 -0.18
C 5.43 -1.62 0.65
C 5.31 -0.26 0.90
C 4.28 0.48 0.33
C 3.32 -0.11 -0.50
C 2.16 0.64 -1.06
H 4.57 -3.30 -0.41
H 6.23 -2.20 1.08
H 6.04 0.23 1.53
H 4.23 1.54 0.52
H 2.09 0.48 -2.13
H 2.29 1.71 -0.90
*
```

Relative energy (zero: lowest compared OMol25 entry of this formula, charge and spin) = 1.5 kcal/mol
HOMO-LUMO gap = 7.502 eV

Here are the natural (NBO) charges for atoms 1 to 8, given in e:
1. Sc 1.63
2. Se 0.26
3. Se 0.27
4. C 0.03
5. C -0.24
6. C -0.14
7. C -0.22
8. C 0.06

=====

Entry 4:
Entry from the OMol25 dataset: a cluster of 13 separate species, C16H24BCl36NO2 in total (ωB97M-V/def2-TZVPD).

```
! wB97M-V def2-TZVPD RIJCOSX def2/J DEFGRID3
* xyz 0 1
C -2.53 -2.35 -1.83
O -1.15 -2.16 -1.37
C -0.19 -3.02 -2.09
C 1.03 -3.59 -1.10
N 2.19 -4.01 -2.00
B 1.44 -2.55 0.11
C 1.12 -3.06 1.67
O 2.10 -1.23 -0.08
H -2.69 -3.21 -2.61
H -3.16 -2.66 -0.86
H -3.02 -1.38 -2.30
H -0.66 -3.98 -2.57
H 0.28 -2.40 -2.99
H 0.59 -4.59 -0.62
H 2.41 -5.01 -1.72
H 1.74 -4.12 -2.95
H 1.93 -3.83 2.00
H 0.07 -3.61 1.59
H 1.08 -2.18 2.44
H 3.10 -1.32 0.07
C -0.59 -0.30 4.35
Cl -0.71 -1.81 5.28
Cl -1.49 0.99 5.15
Cl 1.11 0.16 4.13
H -1.03 -0.48 3.36
C -2.80 1.56 -2.61
Cl -3.12 3.26 -2.23
Cl -4.31 0.70 -2.97
Cl -1.68 1.43 -3.98
H -2.34 1.09 -1.74
C 2.43 1.95 -2.16
Cl 0.73 1.89 -1.68
Cl 2.64 2.96 -3.59
Cl 3.43 2.55 -0.82
H 2.76 0.93 -2.40
C 1.29 3.46 7.25
Cl 1.37 2.11 6.10
Cl 1.86 4.96 6.50
Cl -0.36 3.66 7.87
H 1.95 3.23 8.10
C -6.06 -1.31 -6.17
Cl -6.81 -0.99 -4.60
Cl -6.66 -0.18 -7.40
Cl -4.30 -1.22 -6.05
H -6.33 -2.33 -6.48
C -7.25 2.72 -4.65
Cl -8.68 3.20 -5.59
Cl -5.77 3.34 -5.42
Cl -7.38 3.31 -2.99
H -7.20 1.63 -4.63
C 6.35 1.68 -4.43
Cl 6.08 3.00 -5.57
Cl 6.59 2.31 -2.79
Cl 4.99 0.54 -4.46
H 7.25 1.14 -4.73
C 9.88 0.78 -1.79
Cl 9.88 0.25 -3.48
Cl 11.18 0.00 -0.88
Cl 10.02 2.55 -1.69
H 8.92 0.49 -1.34
C -0.21 0.48 -7.41
Cl -1.91 0.42 -6.94
Cl 0.00 1.50 -8.85
Cl 0.79 1.08 -6.07
H 0.12 -0.53 -7.66
C -2.42 -6.20 1.85
Cl -2.04 -4.70 0.97
Cl -1.35 -6.39 3.25
Cl -4.11 -6.21 2.35
H -2.25 -7.04 1.17
C 2.88 2.78 11.55
Cl 3.37 1.11 11.19
Cl 4.30 3.84 11.64
Cl 1.74 3.36 10.32
H 2.37 2.79 12.51
C -4.52 3.65 7.68
Cl -6.23 3.59 8.15
Cl -4.31 4.67 6.24
Cl -3.52 4.25 9.02
H -4.19 2.64 7.43
*
```

HOMO-LUMO gap = 9.643 eV

Here are the Löwdin charges for atoms 1 to 8, given in e:
1. C -0.12
2. O -0.25
3. C -0.17
4. C -0.28
5. N -0.02
6. B -0.32
7. C -0.05
8. O -0.01

=====

Entry 5:
Entry from the OMol25 dataset: a cluster of 3 separate species, C4H15NO3 in total (ωB97M-V/def2-TZVPD).

```
! wB97M-V def2-TZVPD RIJCOSX def2/J DEFGRID3
* xyz 0 1
C -0.81 0.53 -0.52
C 0.32 -0.22 0.29
C 1.05 -1.14 -0.74
C 1.18 -2.66 -0.47
O 2.44 -0.71 -0.77
N -0.26 -0.94 1.42
H -1.62 -0.07 -0.92
H -0.27 1.14 -1.23
H -1.33 1.13 0.24
H 0.96 0.62 0.51
H 0.68 -0.93 -1.76
H 1.06 -2.88 0.59
H 2.18 -2.90 -0.80
H 0.44 -3.18 -1.08
H 2.62 0.16 -0.39
H 0.48 -1.30 2.00
H -0.95 -1.62 1.19
H 0.25 2.58 2.73
H -0.53 1.36 2.13
O -0.27 2.29 2.01
H -3.36 2.93 -1.50
H -1.79 2.58 -1.35
O -2.48 3.23 -1.57
*
```

Relative energy (zero: lowest compared OMol25 entry of this formula, charge and spin) = 30.0 kcal/mol
HOMO-LUMO gap = 10.278 eV

Here are the natural (NBO) charges for atoms 1 to 8, given in e:
1. C -0.64
2. C -0.07
3. C 0.09
4. C -0.63
5. O -0.76
6. N -0.86
7. H 0.21
8. H 0.21

=====

Entry 6:
Entry from the OMol25 dataset: the molecule C6H15NO (ωB97M-V/def2-TZVPD).

```
! wB97M-V def2-TZVPD RIJCOSX def2/J DEFGRID3
* xyz 0 1
C 0.60 2.33 0.71
C 1.35 1.76 1.90
C 0.36 1.27 -0.41
N -0.55 0.28 -0.01
C 0.74 -1.84 -0.70
C -0.57 -0.84 -0.88
C -1.87 -1.67 -0.39
O -2.22 -2.55 -1.48
H -0.39 2.54 1.09
H 1.15 3.18 0.43
H 1.82 0.91 1.64
H 0.77 1.79 2.79
H 2.23 2.44 2.11
H 0.05 1.81 -1.36
H 1.36 0.82 -0.74
H -0.34 0.02 0.99
H 0.43 -2.85 -0.98
H 1.52 -1.51 -1.37
H 1.08 -1.96 0.38
H -0.58 -0.36 -1.88
H -2.66 -0.98 -0.07
H -1.73 -2.40 0.48
H -2.55 -2.19 -2.27
*
```

Relative energy (zero: lowest compared OMol25 entry of this formula, charge and spin) = 64.0 kcal/mol
HOMO-LUMO gap = 9.588 eV

Here are the natural (NBO) charges for atoms 1 to 8, given in e:
1. C -0.41
2. C -0.62
3. C -0.19
4. N -0.65
5. C -0.65
6. C -0.04
7. C -0.06
8. O -0.75

=====

Entry 7:
Entry from the OMol25 dataset: the molecule C6H8 (ωB97M-V/def2-TZVPD).

```
! wB97M-V def2-TZVPD RIJCOSX def2/J DEFGRID3
* xyz 0 1
C -2.83 1.02 -0.21
C -1.64 0.67 0.20
C -0.39 0.09 0.11
C 0.39 -0.50 -1.05
C 1.65 -0.41 -0.15
C 0.75 -0.12 1.09
H -2.95 2.00 -0.68
H -1.62 -0.19 1.01
H 0.09 -1.53 -1.28
H 0.37 0.09 -1.97
H 2.25 -1.32 -0.08
H 2.29 0.43 -0.41
H 1.02 0.75 1.70
H 0.64 -0.99 1.74
*
```

Relative energy (zero: lowest compared OMol25 entry of this formula, charge and spin) = 120.7 kcal/mol
HOMO-LUMO gap = 7.807 eV

Here are the natural (NBO) charges for atoms 1 to 8, given in e:
1. C -0.25
2. C -0.39
3. C 0.06
4. C -0.44
5. C -0.39
6. C -0.44
7. H 0.18
8. H 0.36

=====

Entry 8:
Entry from the OMol25 dataset: a structure of composition C29H28N8O6Pd (ωB97M-V/def2-TZVPD).

```
! wB97M-V def2-TZVPD RIJCOSX def2/J DEFGRID3
* xyz 0 1
Pd -0.83 -0.97 -0.17
O -7.46 0.52 1.54
C -7.07 -0.40 0.79
O -7.71 -1.29 0.19
C -5.58 -0.44 0.56
C -5.00 -1.37 -0.30
C -3.65 -1.40 -0.46
N -2.80 -0.56 0.18
C -3.35 0.29 1.08
C -4.71 0.39 1.25
C -2.40 1.01 1.95
C -2.65 2.30 2.40
C -1.71 2.90 3.22
C -0.57 2.19 3.56
C -0.41 0.92 3.05
N -1.31 0.32 2.26
C -2.97 -2.40 -1.28
C -3.62 -3.14 -2.25
C -2.93 -4.10 -2.95
C -1.59 -4.31 -2.65
C -0.99 -3.53 -1.70
N -1.66 -2.59 -1.01
H -5.68 -2.06 -0.78
H -5.15 1.08 1.97
H -3.54 2.83 2.09
H -1.86 3.91 3.58
H 0.19 2.61 4.21
H 0.48 0.34 3.28
H -4.66 -2.93 -2.46
H -3.42 -4.68 -3.72
H -1.01 -5.07 -3.16
H 0.04 -3.67 -1.44
C 3.03 -1.47 -3.77
N 2.63 -1.77 -2.38
C 3.49 -2.32 -1.49
C 3.13 -2.61 -0.23
C 1.80 -2.29 0.15
N 0.94 -1.75 -0.71
C 1.33 -1.43 -2.02
O 0.58 -0.93 -2.82
N 1.35 -2.66 1.36
H 4.03 -1.87 -3.93
H 3.03 -0.39 -3.93
H 2.32 -1.93 -4.46
H 4.49 -2.54 -1.87
H 3.83 -3.07 0.46
H 2.04 -2.74 2.09
H 0.47 -2.26 1.66
C 2.85 2.55 3.07
C 3.58 2.45 1.75
C 2.69 2.23 0.52
C 3.61 2.13 -0.72
C 2.92 2.12 -2.08
C 1.80 3.44 0.34
O 2.20 4.57 0.50
N 0.52 3.18 -0.09
C -0.07 1.92 -0.19
O -1.21 1.85 -0.60
N 0.63 0.79 0.21
C 1.93 0.90 0.61
O 2.57 -0.07 1.01
H 3.54 2.79 3.88
H 2.35 1.61 3.33
H 2.10 3.35 3.05
H 4.29 1.62 1.77
H 4.14 3.37 1.56
H 4.18 1.21 -0.58
H 4.31 2.97 -0.66
H 2.13 1.36 -2.13
H 3.64 1.91 -2.86
H 2.46 3.08 -2.31
H -0.07 3.97 -0.30
*
```

Relative energy (zero: lowest compared OMol25 entry of this formula, charge and spin) = 11.4 kcal/mol
HOMO-LUMO gap = 6.576 eV

Here are the Löwdin charges for atoms 1 to 8, given in e:
1. Pd 1.08
2. O -0.03
3. C -0.68
4. O -0.04
5. C -0.07
6. C 0.07
7. C -0.19
8. N 0.04

=====

The following energy values (in eV) correspond, in order, to the records above: -6346.514 -224632.737 -261987.204 -474046.867 -12022.919 -10000.980 -6345.550 -58216.619.
The following largest force on an atom values (in eV Å⁻¹) correspond, in order, to the records above: 0.61 0.69 0.65 3.02 3.84 3.90 0.35 1.74.